Density functional theory data (ωB97M-V with the def2-TZVPD basis set) for C5H9NO in the gas phase in a non-equilibrium geometry.

**LUMO**: 0.65 eV
**Structure (SMILES)**: C[C@@H](O)[C@@H](C)C#N
**DFT total energy**: -8868.24983 eV
**Gap between HOMO and LUMO**: 11.55 eV

Each line ends with the Löwdin charge.
Cartesian coordinates (Å):
C -1.318918 -0.490137 -0.826015  -0.04
C -0.733728 -0.205793 0.552665  -0.42
O -0.509726 -1.406066 1.275253  -0.03
C 0.639644 0.499488 0.521307  -0.32
C 1.637039 -0.090368 -0.482677  -0.05
C 0.460813 1.941088 0.296621  -0.20
N 0.310720 3.076217 0.129975  0.15
H -1.360764 0.415351 -1.441944  0.09
H -2.337980 -0.881688 -0.733292  0.08
H -0.717373 -1.244486 -1.342698  0.08
H -1.421410 0.446954 1.110996  0.15
H -1.359844 -1.730091 1.592647  0.10
H 1.044405 0.382320 1.533525  0.15
H 2.629101 0.344627 -0.332192  0.09
H 1.333376 0.115159 -1.513566  0.08
H 1.704649 -1.172579 -0.340606  0.09

Forces on atoms 1 to 6 (eV/Å):
0.00 -0.02 -0.05
-0.06 0.28 -0.16
-0.16 -0.15 0.14
0.03 0.01 0.04
0.04 -0.05 -0.06
-0.14 0.97 -0.14